--- a ---
# C5H6N2

The molecule C5H6N2 (ωB97M-V/def2-TZVPD, OMol25).

Its net charge is 0. The SMILES is C1=C[C@@H]2CN2N=C1. Its LUMO energy is 0.580 eV. The orbital gap comes out at 9.117 eV.

Geometry (Å):
C: -0.786 0.539 -0.452
N: 0.208 -1.626 -0.301
N: -1.001 -0.941 -0.474
H: -1.423 1.068 -0.989
C: 0.586 1.238 -0.108
H: -2.747 -0.074 0.271
H: -1.368 -0.481 1.625
C: 1.283 -1.168 0.010
H: 0.524 2.284 -0.510
C: -1.556 -0.141 0.532
C: 1.507 0.313 0.168
H: 2.616 0.777 0.094
H: 2.157 -1.788 0.133


--- b ---
# C5H6N2

The molecule C5H6N2 (ωB97M-V/def2-TZVPD, OMol25).

Its net charge is 0. The SMILES is C=Nn1cccc1. Its LUMO energy is 0.844 eV. The orbital gap comes out at 9.399 eV.

Geometry (Å):
H: -2.923 -1.073 0.023
C: -0.296 0.944 -0.036
H: -2.382 1.590 0.012
C: 2.496 0.148 0.004
C: -1.658 0.783 0.005
N: 0.264 -0.310 -0.028
N: 1.570 -0.726 -0.019
H: 3.507 -0.224 0.040
C: -0.741 -1.263 -0.007
C: -1.947 -0.608 -0.001
H: 2.306 1.213 0.039
H: 0.299 1.841 -0.021
H: -0.497 -2.314 -0.011


--- c ---
# C5H6N2

The molecule C5H6N2 (ωB97M-V/def2-TZVPD, OMol25).

Its net charge is 0. Its LUMO energy is 0.359 eV. The orbital gap comes out at 9.607 eV.

Geometry (Å):
C: -0.618 -1.072 0.256
N: 1.959 -0.180 1.857
H: 1.871 0.685 -1.205
H: 0.015 -1.956 0.522
N: -0.234 0.976 -0.814
C: 1.071 0.382 -0.543
H: -1.644 -1.342 0.429
C: -0.966 0.971 0.399
C: 1.502 0.093 0.828
H: -0.713 1.866 1.009
H: -0.109 -0.875 -1.996
C: -0.089 -0.450 -0.998
H: -2.045 0.901 0.257


Which of them is most stable? Easy: b.


--- a ---
# C5H6N2

The molecule C5H6N2 (ωB97M-V/def2-TZVPD, OMol25).

Its net charge is 0. The SMILES is c1ncn2c1CC2. Its LUMO energy is 0.878 eV. The orbital gap comes out at 9.499 eV.

Geometry (Å):
N: -2.288 0.047 0.107
H: 2.055 1.615 -0.350
N: -0.147 0.704 -0.354
C: -1.418 -1.064 0.023
C: 1.283 0.811 0.186
H: 1.566 -1.303 -0.994
C: 1.234 -0.799 -0.114
H: 1.677 -1.363 0.714
C: -1.490 1.085 -0.046
H: -2.114 -2.030 0.104
H: 1.492 0.729 1.275
C: -0.167 -0.650 -0.226
H: -1.682 2.217 -0.324


--- b ---
# C5H6N2

The molecule C5H6N2 (ωB97M-V/def2-TZVPD, OMol25).

Its net charge is 0. The SMILES is NN=C1C=CC=C1. Its LUMO energy is -0.415 eV. The orbital gap comes out at 7.992 eV.

Geometry (Å):
H: 0.514 1.894 -0.078
C: 0.279 -0.404 -0.357
N: 1.471 -0.795 -0.291
H: 2.074 0.920 0.610
N: 2.473 0.176 0.110
H: -0.876 -2.364 -0.095
H: -2.181 1.636 -0.094
C: -1.521 0.870 -0.092
C: -0.777 -1.233 -0.135
C: -0.158 0.975 -0.379
C: -1.855 -0.475 0.167
H: -2.838 -0.957 0.369
H: 3.394 -0.242 0.265


Which of them is most stable? Easy: a.


--- a ---
# C4H4O

A structure of composition C4H4O (ωB97M-V/def2-TZVPD, OMol25).

Its net charge is 0. Its LUMO energy (spin up / spin down) is -0.860 / -0.016 eV. The orbital gap (spin up / spin down) comes out at 6.952 / 9.483 eV.

Geometry (Å):
H: -0.966 1.986 -0.046
H: -2.844 -0.394 0.216
C: -1.771 -0.238 0.137
O: -0.652 -1.190 0.314
H: 2.380 -1.204 -0.573
C: 2.236 -0.322 0.053
H: 2.420 0.625 -0.206
C: 0.151 -0.095 0.006
C: -0.953 0.833 0.099


--- b ---
# C4H4O

A cluster of 2 separate species, C4H4O in total (ωB97M-V/def2-TZVPD, OMol25).

Its net charge is 0. The SMILES is C1=CC=1.C=O. Its LUMO energy is 0.639 eV. The orbital gap comes out at 9.927 eV.

Geometry (Å):
C: -2.711 0.119 0.090
C: 1.094 0.098 0.552
O: -3.865 -0.225 0.028
C: 1.830 -0.551 -0.435
H: 3.431 0.726 0.550
H: -2.338 0.846 -0.500
H: -1.973 -0.310 0.668
C: 2.493 0.254 0.428
H: 2.040 -0.957 -1.382


Which of them is most stable? Easy: b.


--- a ---
# C2H2INO

A cluster of 2 separate species, C2H2INO in total (ωB97M-V/def2-TZVPD, OMol25).

Its net charge is 0. Its LUMO energy is 0.288 eV. The orbital gap comes out at 8.547 eV.

Geometry (Å):
O: -0.507 -1.723 -0.234
H: -0.486 2.606 0.800
I: 2.190 -0.567 0.262
N: -0.387 0.829 -0.490
C: 0.592 -2.011 0.331
H: -0.736 -0.964 -0.743
C: -0.665 1.830 0.074


--- b ---
# C2H2INO

The molecule C2H2INO (ωB97M-V/def2-TZVPD, OMol25).

Its net charge is 0. The SMILES is N#COCI. Its LUMO energy is -0.116 eV. The orbital gap comes out at 10.201 eV.

Geometry (Å):
O: 0.956 1.002 0.897
H: -0.628 -0.308 0.613
I: -1.500 2.122 -0.132
C: 1.907 0.191 1.159
C: -0.111 0.514 0.114
N: 2.773 -0.509 1.413
H: 0.230 0.206 -0.877


Which of them is most stable? Easy: b.


--- a ---
# C2H2INO

A cluster of 2 separate species, C2H2INO in total (ωB97M-V/def2-TZVPD, OMol25).

Its net charge is 0. Its LUMO energy (spin up / spin down) is -2.059 / -2.051 eV. The orbital gap (spin up / spin down) comes out at 6.659 / 6.670 eV.

Geometry (Å):
H: -0.187 -0.668 1.016
C: 0.291 1.118 0.010
O: 0.774 2.145 0.170
N: -1.241 -0.357 -0.879
H: -1.652 -1.268 -0.683
I: 2.430 -0.879 0.299
C: -0.415 -0.092 0.067


--- b ---
# C2H2INO

A cluster of 2 separate species, C2H2INO in total (ωB97M-V/def2-TZVPD, OMol25).

Its net charge is 0. Its LUMO energy is -0.213 eV. The orbital gap comes out at 8.918 eV.

Geometry (Å):
C: 0.469 -0.781 0.641
N: -1.104 1.593 -0.896
I: 2.494 -0.134 0.054
H: -1.023 1.234 1.168
H: 0.392 -1.996 -0.993
C: -1.132 1.562 0.238
O: -0.096 -1.478 -0.212


Which of them is most stable? Easy: a.


--- a ---
# C5H14N2

A structure of composition C5H14N2 (ωB97M-V/def2-TZVPD, OMol25).

Its net charge is 0. Its LUMO energy is 0.358 eV. The orbital gap comes out at 8.415 eV.

Geometry (Å):
H: -0.640 1.844 1.517
H: 1.009 1.571 0.931
H: -0.701 -0.780 -3.751
H: 0.680 -1.977 0.551
H: 0.533 -1.387 -1.775
N: -0.018 0.357 -0.624
H: -1.666 0.536 -2.920
H: -0.732 1.075 -0.755
H: 1.981 -0.791 0.439
H: 1.167 -1.228 2.063
C: -0.078 -0.048 0.813
H: -0.980 0.781 3.304
C: 1.065 -1.029 0.998
C: -0.700 0.075 -2.924
H: -1.031 -0.617 1.135
N: 0.114 0.817 3.189
H: 0.012 0.831 -3.337
H: 1.210 0.773 2.395
C: 0.204 1.166 1.699
C: -0.311 -0.645 -1.650
H: -1.118 -1.326 -1.298


--- b ---
# C5H14N2

A cluster of 2 separate species, C5H14N2 in total (ωB97M-V/def2-TZVPD, OMol25).

Its net charge is 0. Its LUMO energy is -0.030 eV. The orbital gap comes out at 8.260 eV.

Geometry (Å):
H: 1.083 -0.096 -1.852
N: 1.139 0.108 0.232
H: 1.873 1.705 1.392
N: -2.440 1.030 -0.073
C: -1.449 -1.347 0.287
C: -0.090 0.868 0.188
H: -2.205 -1.850 -0.322
H: -0.304 0.968 1.276
H: -2.894 0.731 0.791
H: -1.233 -0.019 -1.439
H: 2.615 0.219 1.776
H: -1.541 -1.445 1.377
H: -3.308 -0.029 -1.047
C: 2.240 0.768 0.895
C: 1.506 -0.628 -1.002
H: 2.585 -0.621 -1.212
H: -0.467 -1.776 0.072
H: -0.131 1.868 -0.297
H: 3.102 1.168 0.309
C: -1.352 0.076 -0.354
H: 1.271 -1.697 -0.996


--- c ---
# C5H14N2

A cluster of 2 separate species, C5H14N2 in total (ωB97M-V/def2-TZVPD, OMol25).

Its net charge is 0. The SMILES is C/C=C(/C)N.CN. Its LUMO energy is 0.961 eV. The orbital gap comes out at 8.732 eV.

Geometry (Å):
H: -0.772 -1.834 1.147
H: -2.412 -1.936 0.521
N: 3.078 -0.476 0.561
H: -0.923 1.658 -1.937
C: 2.001 -0.123 -0.299
H: -0.343 2.657 -0.613
C: -1.073 1.894 -0.885
H: 3.906 -0.777 0.063
H: -0.905 1.775 1.697
H: 1.396 -0.984 -0.591
H: -1.052 -2.690 -0.349
N: -1.292 0.919 1.322
C: -1.156 -0.563 -0.565
C: -1.364 -1.818 0.227
H: -2.069 2.312 -0.761
H: 2.808 -1.147 1.271
H: 2.320 0.479 -1.142
H: -1.146 0.133 1.939
C: -0.888 0.668 -0.019
H: -1.084 -0.670 -1.637
H: 0.971 0.524 0.051


Which of them is most stable? Easy: c.